1.
Entry from OMol25: an isolated ion of composition C3H8N3S2 and charge +1 in a non-equilibrium geometry (ωB97M-V/def2-TZVPD).

As for the charge: +1. The relative energy (zero: lowest compared OMol25 entry of this formula, charge and spin) is 116.27 kcal per mole. As for the total energy: -1079.32873 hartree. The value obtained for the HOMO-LUMO gap (alpha / beta) is 8.2 / 6.9 eV.

```
16
C3H8N3S2 | OMol25 | ωB97M-V/def2-TZVPD
C 1.36172 -1.43266 -1.50930
C 1.45819 -0.06218 -2.12932
C -0.76599 0.20273 -0.19418
N 0.74311 -2.06426 -0.68861
N -0.44420 0.92217 2.79940
N -2.01004 -0.16848 -0.07445
S 0.08400 1.10970 -1.52973
S 0.15789 1.25150 0.83863
H 2.10793 -2.01007 -2.19165
H 2.46051 0.25945 -1.74614
H 1.36130 0.03235 -3.22177
H -1.44193 0.61513 2.84914
H 0.08201 0.18140 3.18377
H -2.57546 -0.61706 -0.74472
H -2.41127 0.11645 0.85507
H -0.16778 1.66383 3.50386
```

2.
Entry from OMol25: C9H8AuF5N5O4S as an isolated structure in a non-equilibrium geometry (ωB97M-V/def2-TZVPD).

As for the charge: +1. The relative energy (zero: lowest compared OMol25 entry of this formula, charge and spin) is 6.46 kcal per mole. As for the total energy: -1955.27812 hartree. As for the expectation value of S²: 2.03. Its spin multiplicity is 3. The value obtained for the HOMO-LUMO gap (alpha / beta) is 8.7 / 5.8 eV.

```
33
C9H8AuF5N5O4S | OMol25 | ωB97M-V/def2-TZVPD
Au 0.44128 1.14039 0.48037
F -5.94468 -1.93251 -0.01104
C -4.97492 -1.06744 0.13071
C -3.68727 -1.51019 0.42019
F -3.44880 -2.80572 0.54990
C -2.66410 -0.60616 0.59097
F -1.48880 -1.10623 0.93460
C -2.87103 0.78266 0.45766
S -1.70887 2.04865 0.61515
C -4.19380 1.19167 0.17273
F -4.45289 2.47797 0.04766
C -5.22642 0.29390 0.00920
F -6.44784 0.71855 -0.25882
N 1.11050 0.43025 2.88742
N 2.49879 0.46454 2.87999
C 3.21437 0.43792 1.71845
N 4.52969 0.25469 1.83214
N 2.57264 0.59349 0.56972
N 3.22979 0.40846 -0.60802
O 4.45085 0.30299 -0.77460
O 2.52888 1.00000 -1.68542
H 0.75003 1.05778 3.59184
H 0.75429 -0.50670 3.04264
H 2.99483 0.22603 3.72354
H 4.96807 0.13997 2.72839
H 5.08305 0.23544 0.98930
C 1.10599 -0.98764 -4.24778
O 2.01091 -0.20872 -3.44082
C 1.60830 0.15657 -2.26385
O 0.55438 -0.10719 -1.73171
H 1.19370 -2.03663 -3.97475
H 1.42470 -0.84000 -5.27304
H 0.08439 -0.64675 -4.10274
```

3.
Entry from OMol25: a 5-piece molecular cluster, C28H51BIN4O13S4 overall in a non-equilibrium geometry (ωB97M-V/def2-TZVPD).

As for the charge: +1. As for the total energy: -4209.64572 hartree. The value obtained for the HOMO-LUMO gap is 8.7 eV.

```
102
C28H51BIN4O13S4 | OMol25 | ωB97M-V/def2-TZVPD
C -1.95959 0.29374 -7.05971
C -1.42037 -0.43887 -6.28365
N -0.79142 -1.15081 -5.31781
C -1.20470 -2.27487 -4.67407
I -3.00330 -3.20091 -5.04531
N -0.29506 -2.64797 -3.81682
C 0.71794 -1.76139 -3.88457
N 1.84144 -1.79771 -3.19576
C 2.12169 -2.90183 -2.27178
C 1.30278 -2.94341 -0.98817
O 1.80177 -3.42965 -0.01898
O 0.04258 -2.41607 -0.96320
O 2.84503 -0.90256 -3.43087
C 2.77268 0.33771 -2.67830
C 2.19139 0.28672 -1.26815
C 3.22060 -0.30191 -0.30486
C 1.87062 1.75505 -0.81909
C 0.48055 2.14346 -1.33439
C 2.94409 2.77466 -1.20118
N 0.44599 -0.82388 -4.82887
B 1.14965 0.39114 -5.44482
O 2.19387 0.13258 -6.28253
O 0.68238 1.65239 -5.25086
H -2.26793 1.00726 -7.78977
H 3.17095 -2.87946 -1.98648
H 1.95733 -3.84031 -2.80858
H -0.60967 -3.09271 -1.18682
H 2.27037 1.12861 -3.24456
H 3.80965 0.66033 -2.60361
H 1.23024 -0.22741 -1.21987
H 4.10282 0.34295 -0.28097
H 3.58965 -1.28155 -0.61075
H 2.81114 -0.33157 0.70319
H 1.78633 1.67985 0.26691
H -0.21917 1.35287 -1.04236
H 0.45423 2.17534 -2.43028
H 0.10175 3.06766 -0.89752
H 2.78045 3.15789 -2.21160
H 2.85649 3.63904 -0.54040
H 3.95820 2.39854 -1.07281
H 2.96012 -0.25965 -5.83989
H 1.15915 2.12804 -4.55982
C -0.78958 -2.98894 4.13271
C -1.83879 -1.89837 3.86652
C -1.09760 -0.56026 3.79863
S 0.56437 -0.93639 3.23672
O 1.49983 -0.61515 4.28553
O 0.75928 -0.43413 1.89583
C 0.35918 -2.71173 3.16805
H -1.19750 -3.98829 3.98775
H -0.43418 -2.91679 5.16296
H -2.33784 -2.09191 2.91520
H -2.60707 -1.88475 4.63699
H -1.56265 0.12487 3.10301
H -1.01149 -0.09318 4.77848
H 1.29422 -3.19382 3.44415
H 0.09422 -2.97067 2.14307
C -4.83451 4.36819 0.38299
C -4.58405 4.70375 -1.09371
C -3.34659 5.60831 -1.15476
S -2.34567 5.18176 0.27660
O -2.29194 6.31414 1.16003
O -1.14203 4.51204 -0.15408
C -3.47723 3.97347 0.95858
H -5.56417 3.56647 0.49690
H -5.21798 5.24880 0.90312
H -4.39534 3.78216 -1.64891
H -5.44517 5.18976 -1.54959
H -2.75776 5.44704 -2.05403
H -3.60773 6.66100 -1.06769
H -3.42827 4.01248 2.04438
H -3.16296 2.99048 0.60632
C 6.23627 -4.13431 2.51003
C 7.42408 -3.23316 2.14571
C 7.71574 -3.43785 0.65300
S 6.15229 -3.90638 -0.09698
O 6.25270 -5.25516 -0.59068
O 5.68955 -2.83229 -0.94937
C 5.19635 -3.91681 1.41503
H 5.83322 -3.89506 3.49262
H 6.55258 -5.17949 2.52061
H 7.15883 -2.19035 2.33017
H 8.30227 -3.45849 2.74815
H 8.07750 -2.53218 0.17304
H 8.41612 -4.25310 0.48304
H 4.44457 -4.70049 1.35844
H 4.71615 -2.94233 1.50880
C -6.28779 2.38291 3.33297
C -7.05038 1.62937 2.23460
C -6.10846 0.55294 1.67732
S -4.99240 0.12460 3.02127
O -3.65416 0.52290 2.64841
O -5.26805 -1.21100 3.48031
C -5.63291 1.31042 4.19711
H -6.94679 3.01891 3.92117
H -5.52084 3.01772 2.88392
H -7.93544 1.15743 2.66412
H -7.38933 2.29920 1.44520
H -6.64000 -0.34317 1.36729
H -5.50249 0.92885 0.85409
H -4.81801 1.68155 4.81456
H -6.36685 0.79315 4.81406
```

4.
Entry from OMol25: a 2-piece molecular cluster, C23H22NO6S2 overall in a non-equilibrium geometry (ωB97M-V/def2-TZVPD).

As for the charge: -1. The relative energy (zero: lowest compared OMol25 entry of this formula, charge and spin) is 0.00 kcal per mole. As for the total energy: -2192.17380 hartree. The value obtained for the HOMO-LUMO gap is 4.8 eV.

```
54
C23H22NO6S2 | OMol25 | ωB97M-V/def2-TZVPD
C -2.11914 4.97575 -1.88447
C -3.16989 4.45671 -1.15596
C -2.94910 3.41204 -0.28368
C -1.68304 2.89143 -0.13801
S -1.38975 1.53122 1.00101
C -1.07561 0.15130 -0.09546
C 0.01181 -0.54877 0.09520
S -2.22058 -0.28634 -1.40109
C -1.21175 0.00990 -2.85389
C -1.23436 1.24380 -3.45554
C -0.47933 1.47061 -4.58747
C 0.30063 0.45776 -5.10658
C 0.31000 -0.78485 -4.50611
C -0.45072 -1.00746 -3.37758
O -2.40080 -1.78284 -1.32228
O -3.31099 0.75340 -1.47917
O -0.04904 1.79846 1.64404
O -2.63296 1.26895 1.81369
C -0.63297 3.42067 -0.85059
C -0.84804 4.46335 -1.72623
H -2.28943 5.78572 -2.57251
H -4.16218 4.86283 -1.27358
H -3.76435 2.97465 0.27115
H 0.24137 -1.41169 -0.50005
H 0.67995 -0.30941 0.90196
H -1.86135 2.01786 -3.04522
H -0.50339 2.43660 -5.06385
H 0.88988 0.63236 -5.99220
H 0.91141 -1.58065 -4.91430
H -0.47955 -1.97948 -2.91343
H 0.35393 3.00992 -0.71515
H -0.02521 4.87048 -2.29079
C -2.45924 -2.93534 3.94093
C -1.24622 -2.95552 3.03484
O -0.10988 -2.42758 3.66579
C 0.95940 -2.49003 2.80608
C 2.14443 -1.81030 3.25010
C 3.35313 -1.79868 2.55525
C 3.59827 -2.63788 1.45187
C 4.76084 -2.51862 0.75457
N 5.70473 -1.61557 1.01457
C 5.49785 -0.83774 2.07760
C 4.39716 -0.90875 2.87998
O 0.91363 -3.04393 1.70975
H -3.36292 -3.25261 3.41637
H -2.31031 -3.59061 4.79948
H -2.61333 -1.93071 4.33700
H -0.99150 -3.97291 2.70582
H -1.40086 -2.35277 2.12717
H 2.03937 -1.21107 4.13563
H 2.85513 -3.36557 1.18012
H 4.94409 -3.17108 -0.08752
H 6.27422 -0.11724 2.29148
H 4.29653 -0.25980 3.73127
```